46
Properties=species:S:1:pos:R:3:forces:R:3:mulliken_charge:R:1 method="wB97M-V/def2-TZVPD" max_force_ev_per_a=1.0 orbital_gap_ev=7.52 e_tot_ha=-1034.74746 multiplicity=1 homo_energy_ev=-4.8 total_charge=-1
C 2.971 2.357 0.219 -0.1717 0.1195 -0.1607 -1.073
C 3.683 1.535 -0.858 -0.2383 -0.3496 0.3150 0.077
O 5.101 1.565 -0.684 0.2121 0.2680 0.2997 -0.545
C 3.123 0.098 -0.897 0.9236 0.4108 -0.0765 -0.368
N 3.891 -0.827 -0.058 -0.6796 0.0517 0.3372 -0.383
C 3.017 -1.895 0.506 0.7191 0.1091 -0.2564 -0.383
C 1.916 -2.371 -0.424 -0.9256 0.3081 0.0404 -0.706
O 0.701 -1.656 -0.283 -0.0730 -0.3759 0.5565 -0.477
Al -0.223 -1.933 1.258 -0.2336 0.0786 -0.0863 0.629
O -2.009 -1.783 0.956 0.9071 0.2527 -0.0942 -0.598
C -2.236 -0.657 0.142 -0.5519 -0.6678 0.3466 -0.415
C -3.685 -0.178 0.257 0.0080 0.6801 -0.2627 0.650
C -3.827 0.927 1.303 -0.4792 -0.4157 -0.2035 -1.849
C -4.213 0.330 -1.097 0.0316 -0.3149 -0.1252 0.461
C -3.354 1.442 -1.705 -0.1869 -0.0579 0.1129 -1.525
C -4.437 -0.853 -2.054 -0.1970 0.2527 0.3923 -1.519
H 3.630 2.630 1.038 0.1899 0.1266 0.1253 0.409
H 2.542 3.253 -0.216 0.0507 0.3498 0.0535 0.258
H 2.144 1.810 0.655 -0.1400 -0.1968 0.1155 0.168
H 3.481 1.977 -1.831 -0.1193 0.1440 -0.1634 0.411
H 5.292 2.198 0.023 -0.0326 -0.3085 -0.3615 0.292
H 3.177 -0.238 -1.927 -0.1883 -0.2130 -0.2188 0.126
H 2.086 0.170 -0.584 -0.3043 -0.1794 -0.2529 0.182
H 4.188 -0.277 0.743 0.2330 -0.1374 -0.0291 0.293
H 3.647 -2.755 0.734 0.2228 -0.0769 0.0393 0.292
H 2.600 -1.559 1.452 -0.3488 -0.0336 0.1173 0.153
H 1.745 -3.431 -0.225 0.0241 -0.2077 0.0318 0.413
H 2.224 -2.287 -1.467 0.2793 -0.0762 -0.1449 0.349
H 0.171 -0.759 2.316 0.0278 0.2554 0.0155 -0.322
H 0.179 -3.362 1.903 -0.0672 -0.1177 -0.1281 -0.398
H -1.595 0.186 0.430 0.2666 0.0849 -0.1122 0.124
H -2.022 -0.919 -0.897 0.1838 0.1559 -0.1934 0.153
H -4.309 -1.019 0.547 0.0179 -0.2714 0.0880 0.298
H -4.833 1.337 1.233 -0.1845 0.2261 0.0948 0.462
H -3.713 0.544 2.311 0.3331 0.0007 0.1653 0.401
H -3.119 1.723 1.100 0.1870 0.2004 0.1609 0.364
H -5.196 0.761 -0.911 -0.2015 0.1397 0.0245 0.500
H -3.674 2.404 -1.317 0.1130 0.2435 0.0858 0.324
H -2.296 1.323 -1.501 0.2065 -0.0761 0.0235 0.262
H -3.482 1.466 -2.781 -0.0253 0.0945 -0.2603 0.456
H -5.453 -1.215 -1.920 -0.1631 -0.2034 -0.0201 0.353
H -4.333 -0.557 -3.092 0.1188 -0.0616 -0.2315 0.402
H -3.772 -1.675 -1.816 0.2366 -0.1486 -0.1965 0.303
O 3.457 0.386 2.947 0.2202 0.1720 0.1149 -0.578
H 2.656 0.901 3.100 -0.1361 -0.1933 -0.0718 0.306
H 4.161 0.885 3.374 -0.0647 -0.0418 -0.0065 0.268